{"formula": "C12H44AlB5O6S3V", "method": "the ωB97M-V functional and the def2-TZVPD basis", "homo_ev": [-9.458, -9.967], "spin_multiplicity": 4, "elements": ["Al", "V", "B", "H", "H", "H", "H", "B", "H", "H", "H", "H", "B", "H", "H", "H", "H", "B", "H", "H", "H", "H", "B", "H", "H", "H", "H", "C", "C", "C", "S", "O", "O", "C", "H", "H", "H", "H", "H", "H", "H", "H", "C", "C", "C", "S", "O", "O", "C", "H", "H", "H", "H", "H", "H", "H", "H", "C", "C", "C", "S", "O", "O", "C", "H", "H", "H", "H", "H", "H", "H", "H"], "positions_angstrom": [[0.22301, 3.39851, -0.48685], [-1.07548, -1.83350, -1.21111], [-1.82562, 2.59489, -2.81730], [-1.17401, 3.45424, -2.78315], [-1.48184, 1.88123, -2.08465], [-2.83742, 2.91647, -2.62475], [-1.72363, 2.06312, -3.75061], [0.42147, -2.68249, -2.65509], [1.38429, -2.67258, -3.14203], [0.50199, -2.83074, -1.58936], [-0.11623, -1.77009, -2.86156], [-0.23261, -3.37449, -3.16261], [-2.90952, -0.61301, -2.10436], [-3.93254, -0.94829, -2.17696], [-2.15367, -1.14137, -2.66451], [-2.95816, 0.42360, -2.39984], [-2.61251, -0.65578, -1.06792], [-1.49861, -2.61352, 0.75465], [-1.76657, -3.07671, 1.69162], [-0.45404, -2.46961, 0.52573], [-1.83750, -3.38260, 0.07796], [-1.89430, -1.62027, 0.60934], [0.13555, 0.01290, -0.76883], [-0.86953, 0.20515, -0.42664], [0.47571, -0.89108, -0.28783], [-0.00543, -0.13814, -1.82787], [0.94833, 0.68711, -0.54739], [3.42336, -0.38183, 3.28438], [2.38830, -1.45059, 2.82705], [0.94088, -0.89215, 2.98683], [1.15587, 0.89566, 3.14507], [0.73591, 1.22952, 4.50300], [0.55483, 1.53052, 1.96832], [2.94061, 1.00667, 3.02593], [4.39404, -0.55080, 2.81820], [3.52216, -0.47736, 4.36568], [2.58384, -2.45972, 3.18972], [2.66961, -1.57822, 1.78175], [0.55521, -1.18331, 3.96386], [0.20340, -1.19871, 2.24505], [3.26677, 1.86635, 3.61130], [3.24193, 1.28626, 2.01640], [3.86247, -1.06041, -1.85651], [4.87359, -0.08769, -1.42154], [4.85405, 1.13071, -2.41719], [3.18785, 1.23911, -3.11414], [3.19928, 1.76608, -4.46206], [2.29951, 1.83023, -2.09894], [2.96360, -0.56647, -3.01801], [3.16336, -1.19296, -1.03082], [4.13732, -2.09356, -2.06907], [5.75553, -0.72819, -1.41589], [4.63125, 0.34432, -0.45059], [5.38653, 0.83217, -3.32022], [5.33932, 2.04587, -2.07795], [3.32564, -1.02055, -3.94042], [1.90326, -0.81055, -3.08279], [-5.10838, 0.18175, 1.89312], [-4.39468, 0.58897, 3.19635], [-3.05503, 1.16643, 2.83391], [-3.40889, 2.28919, 1.43317], [-2.26033, 2.33329, 0.54088], [-3.94753, 3.52507, 1.88615], [-4.74819, 1.13144, 0.78433], [-6.19470, 0.26739, 1.91928], [-4.87941, -0.83948, 1.58853], [-4.28322, -0.33836, 3.75826], [-5.09492, 1.15878, 3.80715], [-2.51044, 0.32365, 2.40818], [-2.56129, 1.87461, 3.49934], [-4.20307, 0.52507, 0.06096], [-5.54032, 1.61884, 0.21592]], "atomic_forces_ev_per_a": [[-0.236, -0.999, 0.148], [0.403, 1.322, -0.251], [-2.088, 2.280, -1.241], [2.679, 3.485, 1.766], [3.151, -4.230, 2.703], [-3.698, 1.647, -0.308], [-0.100, -3.382, -2.966], [-0.093, -1.144, -0.880], [3.247, 0.065, -1.289], [0.302, -0.804, 4.520], [-2.005, 4.008, -0.652], [-2.363, -3.118, -1.475], [-0.640, -0.401, 0.195], [-3.466, -1.797, -0.445], [3.027, -2.464, -2.837], [0.385, 4.101, -1.043], [1.059, -0.092, 4.419], [-0.567, -0.546, 0.774], [-0.482, -1.042, 3.481], [4.575, 0.174, -0.568], [-1.609, -2.639, -3.448], [-2.051, 3.652, -0.571], [-0.414, 0.614, 0.035], [-3.393, 1.381, 1.965], [1.450, -3.635, 1.818], [-0.065, -0.378, -4.091], [2.407, 2.645, 0.671], [0.194, -1.021, 1.994], [0.359, 0.773, -1.633], [1.211, -0.607, 0.825], [-1.377, 0.090, -0.593], [0.409, 0.196, -1.156], [0.371, 0.145, 1.214], [-0.270, 0.663, -1.311], [-0.053, -0.079, 0.136], [0.385, -0.150, 0.137], [-0.281, 0.300, 0.741], [-0.729, 0.058, -0.507], [-0.027, 0.039, 0.033], [0.346, 0.388, -0.259], [0.050, -0.521, 0.647], [-0.653, 0.017, -0.353], [-4.429, -1.245, 0.106], [0.745, 1.676, -0.552], [1.000, -1.278, -0.595], [-0.433, -0.334, 1.416], [0.008, -0.254, 0.748], [0.825, 0.037, -1.027], [0.697, 0.387, -1.175], [-0.142, -0.133, 0.227], [0.688, 0.296, -0.203], [0.825, 1.202, 0.255], [0.260, -0.433, 0.189], [0.276, 0.027, -0.123], [-0.588, 0.073, 0.151], [0.303, 0.460, -0.318], [0.141, 0.309, 0.902], [-1.003, 0.507, -0.225], [-1.254, -0.997, 0.627], [-0.600, 1.057, -0.925], [-0.478, -2.564, -0.830], [-0.057, 0.181, -0.075], [-0.491, 0.911, 0.540], [2.040, 0.289, -1.277], [-0.046, -0.385, 0.839], [0.170, 0.058, 0.128], [0.361, 0.059, 0.180], [0.468, 0.666, -0.087], [0.822, 0.440, 0.168], [0.285, -0.760, 0.443], [0.214, 0.416, -0.379], [0.045, 0.337, 0.527]], "mulliken_spin": [0.0014, 2.0047, 0.4673, 0.0983, 0.1859, 0.0379, 0.1182, -0.0169, 0.0007, -0.0091, -0.0130, 0.0157, 0.0593, 0.0204, -0.0100, 0.0306, -0.0118, -0.0262, -0.0049, -0.0007, 0.0185, 0.0030, 0.0148, 0.0052, 0.0109, 0.0011, -0.0116, -0.0004, 0.0011, -0.0067, -0.0012, 0.0002, 0.0014, 0.0005, 0.0000, 0.0000, 0.0001, 0.0007, 0.0000, 0.0070, 0.0001, -0.0003, 0.0014, 0.0002, 0.0001, -0.0002, -0.0003, -0.0012, -0.0018, 0.0007, 0.0000, 0.0000, 0.0001, -0.0001, 0.0000, 0.0001, 0.0029, 0.0005, -0.0004, 0.0022, 0.0023, -0.0018, 0.0006, 0.0009, 0.0000, 0.0000, 0.0002, 0.0000, 0.0035, 0.0001, -0.0023, 0.0002]}

---

{"formula": "C4H12NS2", "method": "the ωB97M-V functional and the def2-TZVPD basis", "total_charge": 1, "homo_ev": -12.399, "de_lowest_kj_mol": 120.0, "smiles": "CSSC[C@H](C)[NH3+]", "spin_multiplicity": 1, "elements": ["N", "C", "C", "C", "S", "S", "C", "H", "H", "H", "H", "H", "H", "H", "H", "H", "H", "H", "H"], "positions_angstrom": [[0.70711, 0.60080, 1.80753], [0.96446, 1.17906, 0.44768], [2.41795, 1.10502, 0.07722], [0.19075, 0.20959, -0.58928], [-1.56130, 0.22320, 0.04581], [-2.06896, -1.66241, 0.09085], [-3.02370, -2.19429, -1.44508], [1.51685, 0.16150, 2.24498], [0.41079, 1.35840, 2.45763], [-0.09870, -0.04570, 1.81650], [0.47548, 2.17537, 0.48317], [3.04719, 1.93687, 0.54777], [2.64125, 1.43421, -0.92570], [2.96186, 0.27779, 0.44781], [0.02788, 0.73888, -1.59138], [0.85883, -0.66294, -0.66585], [-3.83755, -1.57121, -1.84681], [-3.31173, -3.16962, -1.14234], [-2.31845, -2.09453, -2.26050]], "atomic_forces_ev_per_a": [[-0.080, 0.833, 1.695], [-1.247, -1.033, -1.943], [1.592, 3.914, 1.401], [-0.290, 2.967, -0.063], [0.872, 0.406, -0.589], [-1.598, -1.992, -0.127], [1.095, 2.285, -0.275], [0.123, -0.119, -0.201], [0.333, -0.557, -0.403], [0.011, -0.012, -0.377], [0.712, -0.519, -0.350], [-1.086, -0.669, 0.139], [-0.413, -0.911, -0.738], [0.138, -1.539, -0.298], [1.073, -0.794, 1.326], [-1.167, -0.290, -0.063], [-0.160, -0.099, 1.214], [-0.270, -0.925, -0.233], [0.363, -0.945, -0.113]], "lowdin_charge": [0.1590, -0.3999, -0.0656, -0.4272, 0.4800, 0.4179, -0.3606, 0.1700, 0.1879, 0.0937, 0.1540, 0.1180, 0.0979, 0.0779, 0.1018, 0.1010, 0.0552, 0.0152, 0.0237]}